(1)
ORCA calculation (ωB97M-V/def2-TZVPD) on one molecule with the formula C3H7N3S at a distorted geometry.

Calculated values
Calculated total energy: -18527.535 eV

ORCA input file:
```
! wB97M-V def2-TZVPD RIJCOSX def2/J DEFGRID3
* xyz 0 1
C -2.53417 -0.85428 0.46684
C -0.71448 0.58752 -0.16190
C 2.98952 -0.28366 0.27153
H -2.13106 -0.88921 1.56146
H -3.63700 -1.00152 0.22892
H -2.15802 -1.67693 -0.00627
H -2.48976 1.19249 -0.05902
H 0.75621 1.80957 0.20902
H 3.31584 -1.39180 0.39587
H 3.80591 0.58471 0.41049
N -2.01371 0.36758 -0.27032
N -0.22518 1.71437 0.12563
N 1.84664 0.15756 0.11120
S 0.42740 -0.68759 -0.37280
*
```

(2)
ORCA calculation (ωB97M-V/def2-TZVPD) on C3H7N3S as an isolated structure at a distorted geometry.

Calculated values
Calculated total energy: -18523.060 eV

ORCA input file:
```
! wB97M-V def2-TZVPD RIJCOSX def2/J DEFGRID3
* xyz 0 1
C 2.42838 -1.02088 1.85359
C 1.12327 -1.40993 1.22538
C -1.50197 -0.48631 -0.50996
H 3.22102 -2.10979 2.14407
H 3.14929 -0.15726 0.85858
H 2.03033 -0.07701 2.88870
H 0.70343 -2.45514 0.99025
H -2.32440 -1.17184 -0.73335
H -2.62193 1.24092 -1.06246
H 0.21452 2.06137 0.09749
N 0.35447 -0.42682 0.78921
N -0.58629 -1.20442 0.02919
N -1.62766 0.84317 -0.97861
S -0.22837 1.60550 -1.21724
*
```

(3)
ORCA calculation (ωB97M-V/def2-TZVPD) on a 2-piece molecular cluster, C3H7N3S2 overall at a distorted geometry.

Calculated values
Calculated total energy: -29357.789 eV

ORCA input file:
```
! wB97M-V def2-TZVPD RIJCOSX def2/J DEFGRID3
* xyz 0 1
C -2.38828 -1.30532 0.60542
C -0.28553 0.21476 -0.29688
C 3.26668 0.24554 -0.26782
H -2.94710 -0.45485 1.01292
H -2.79915 -2.52546 0.35638
H -1.54607 -1.53279 1.32315
H 1.50904 -1.16004 -1.12439
H 4.04329 1.12204 -0.37033
H 3.76120 -0.83262 -0.20018
H -1.73299 3.24000 0.53700
N 0.97987 -0.33244 0.11457
N 2.01312 0.60989 -0.29344
N -0.31492 1.55082 -0.04072
S -1.60743 -0.95548 -0.96308
S -1.95172 2.11593 -0.39258
*
```

(4)
ORCA calculation (ωB97M-V/def2-TZVPD) on a 2-piece molecular cluster, C3H7N4 overall at a distorted geometry.

Calculated values
Calculated total energy: -9175.431 eV

ORCA input file:
```
! wB97M-V def2-TZVPD RIJCOSX def2/J DEFGRID3
* xyz 1 1
C 1.13577 0.49564 -1.65120
C -0.00781 -0.21558 -1.52992
C 2.20700 -1.11456 -0.40693
N 2.23733 -0.08104 -1.21770
N 0.96253 -1.40849 0.19337
N -1.39230 0.75843 0.88217
N -0.11393 -0.95318 -0.48702
H 1.10176 1.56480 -1.88691
H -0.95175 0.04512 -2.02374
H 3.06323 -1.53331 0.03546
H 0.79418 -1.94478 0.97831
H -1.14007 1.73072 0.88433
H -1.71695 0.43597 1.75658
H -2.08425 0.56524 0.12640
*
```

| no. | frontier orbital gap (eV) |
| --- | --- |
| 1 | 9.53 |
| 2 | 9.04 |
| 3 | 7.86 |
| 4 | 7.75 |